## P
24
Properties=species:S:1:pos:R:3:nbo_charge:R:1 method="wB97M-V/def2-TZVPD" e_lumo_ev=-7.92 charge=+2 homo_energy_ev=-19.1 homo_lumo_gap_ev=11.152
O 0.09836 1.62736 1.82244 -1.009
O 1.30844 1.22319 -2.11353 -0.985
N -1.09800 1.48988 -0.72285 -0.668
N 1.06632 -1.48580 0.94723 -0.387
C -1.73218 0.11463 -0.85094 -0.217
C 0.05604 -1.47807 -0.14145 -0.248
C 1.97611 -2.35055 1.14473 0.159
C -1.23334 -0.75105 0.28045 -0.473
H -0.20074 1.44431 -0.27463 0.457
H -2.80118 0.29462 -0.74473 0.252
H 0.95792 1.96037 2.09138 0.512
H 0.54860 -0.94169 -0.94210 0.247
H -2.00569 -1.42375 0.65568 0.278
H 1.65450 2.00742 -1.67463 0.481
H 0.01666 -2.49675 -0.51022 0.255
H -0.59124 1.98353 2.38870 0.514
H 0.96027 -0.77168 1.66205 0.438
H -1.08454 1.96782 -1.62521 0.459
H 1.55704 1.38685 -3.03535 0.511
H -1.56097 -0.25922 -1.84779 0.252
H -0.97848 -0.30891 1.23996 0.251
H 2.15073 -3.03102 0.33881 0.231
H -1.63734 2.11537 -0.12429 0.439
H 2.57272 -2.31685 2.03628 0.250

***

## Q
24
Properties=species:S:1:pos:R:3:nbo_charge:R:1 method="wB97M-V/def2-TZVPD" e_lumo_ev=-6.34 charge=+2 homo_energy_ev=-18.0 homo_lumo_gap_ev=11.698
O 1.70285 2.60887 -2.63669 -0.993
O 1.85730 -3.29443 1.26751 -1.012
N -0.44419 -2.08421 1.56095 -0.763
N -0.60704 2.02967 -1.08782 -0.700
C -0.98227 -0.41463 -0.37179 -0.506
C 0.05135 -0.97002 0.64326 -0.215
C -1.04938 1.01807 -0.06063 0.114
C -1.62779 1.56211 0.94189 -0.361
H 0.49061 -2.45426 2.06529 0.508
H -1.93842 2.61123 1.24788 0.275
H 2.29521 2.28089 -3.34969 0.508
H 0.56306 -0.25997 1.30217 0.246
H -1.29446 2.03904 -1.84020 0.449
H -0.74896 -0.78199 -1.43474 0.273
H 0.29380 1.76199 -1.55070 0.483
H 1.98059 -3.80634 0.48564 0.519
H -0.94353 -2.96315 1.26282 0.462
H 1.86639 3.56788 -2.77375 0.504
H -1.84288 0.96607 1.88014 0.230
H -0.48701 2.93297 -0.63503 0.456
H 2.61649 -3.24693 1.91442 0.530
H 0.86427 -1.32733 0.01158 0.259
H -1.21401 -1.84294 2.42798 0.463
H -1.97514 -0.78409 -0.28861 0.270

***

Preferred: P; penalty for the next structure: 30.4 kcal/mol.

***

## P
6
Properties=species:S:1:pos:R:3:nbo_charge:R:1 method="wB97M-V/def2-TZVPD" e_lumo_ev="-2.90 / -1.99" homo_energy_ev="-10.9 / -11.2" homo_lumo_gap_ev="7.978 / 9.189"
Si 0.39342 0.24845 0.07759 1.760
F 1.77427 -0.56716 -0.05134 -0.658
O -0.83507 -0.73752 0.13371 -1.010
H 0.33072 0.79821 1.43701 -0.238
H -0.97906 -2.43275 -0.48947 0.409
H 0.44763 1.23748 -0.98541 -0.263

***

## Q
6
Properties=species:S:1:pos:R:3:nbo_charge:R:1 method="wB97M-V/def2-TZVPD" e_lumo_ev=0.23 homo_energy_ev=-10.5 homo_lumo_gap_ev=10.722 smiles=FO[SiH3]
Si 0.17171 -0.07113 0.00937 1.026
F 2.94371 0.37538 0.28214 -0.174
O 2.08137 -0.51290 -0.35107 -0.426
H -0.30223 -1.46467 -0.27151 -0.161
H -0.21290 0.56623 1.38077 -0.124
H -0.07121 0.68030 -1.36858 -0.141

***

Preferred: P; penalty for the next structure: 56.1 kcal/mol.

***

## P
18
Properties=species:S:1:pos:R:3:nbo_charge:R:1 method="wB97M-V/def2-TZVPD" e_lumo_ev=-6.77 charge=+2 homo_energy_ev=-18.4 homo_lumo_gap_ev=11.647 smiles="[NH3+]/C=C/CC[NH3+]"
N -1.45883 -1.72993 -2.02025 -0.675
N 1.37992 1.85928 2.34649 -0.694
C 0.17436 0.39417 0.74110 -0.132
C 0.89898 1.47058 0.97121 -0.068
C -0.45730 -1.49740 -0.91060 -0.232
C -0.26698 -0.03047 -0.61624 -0.507
H -1.39035 -2.70920 -2.34028 0.469
H 0.39561 0.41581 -1.40709 0.255
H -0.08581 -0.27034 1.64735 0.243
H 0.57552 -1.82648 -1.03625 0.265
H -1.30980 -1.24908 -2.93936 0.459
H 1.66660 2.85149 2.27127 0.470
H 0.63495 1.88436 3.03422 0.456
H -2.38191 -1.45168 -1.69472 0.460
H -1.05454 0.71343 -0.86584 0.275
H -0.84600 -2.08215 -0.05817 0.244
H 2.08952 1.18134 2.63868 0.467
H 1.43606 2.07627 0.23847 0.244

***

## Q
18
Properties=species:S:1:pos:R:3:nbo_charge:R:1 method="wB97M-V/def2-TZVPD" e_lumo_ev=-7.09 charge=+2 homo_energy_ev=-18.9 homo_lumo_gap_ev=11.806 smiles="C=C([NH3+])CC[NH3+]"
N 1.78635 -0.90594 0.50870 -0.702
N -2.34748 0.83767 0.76387 -0.678
C 1.57187 -0.53533 -1.85521 -0.276
C -0.99048 0.08072 0.82174 -0.221
C -0.15174 0.54681 -0.37280 -0.483
C 1.04363 -0.33302 -0.66038 0.092
H -2.31248 1.84987 0.91839 0.456
H 2.20023 -1.79322 0.20584 0.467
H 2.61321 -0.81644 -1.99415 0.250
H 1.28498 -1.20511 1.33707 0.449
H -2.59153 0.74158 -0.22433 0.442
H -0.74188 0.46487 -1.28957 0.261
H -1.20691 -0.97131 0.96533 0.247
H 2.59345 -0.32230 0.75822 0.466
H -3.15645 0.51092 1.29527 0.471
H -0.64970 0.41933 1.80363 0.235
H 1.07895 -0.19075 -2.75352 0.261
H -0.02404 1.62165 -0.22810 0.262

***

Preferred: P; penalty for the next structure: 6.8 kcal/mol.

***

## P
9
Properties=species:S:1:pos:R:3:nbo_charge:R:1 method="wB97M-V/def2-TZVPD" e_lumo_ev="0.24 / -0.26" homo_energy_ev="-8.4 / -7.7" homo_lumo_gap_ev="8.620 / 7.408"
I 1.95609 0.27831 -0.05842 0.088
N -0.94756 0.58917 0.31549 0.006
N -1.29033 -0.52678 0.17438 -0.108
N -1.35419 1.77455 0.18044 -0.615
C 1.26397 -1.69532 0.22168 -0.478
H -0.53379 2.42650 -0.03062 0.401
H 1.25583 -2.04102 -0.72130 0.147
H 1.84925 -2.28522 0.95559 0.186
H -2.31414 2.08968 -0.08654 0.374

***

## Q
9
Properties=species:S:1:pos:R:3:nbo_charge:R:1 method="wB97M-V/def2-TZVPD" e_lumo_ev=0.41 homo_energy_ev=-8.6 homo_lumo_gap_ev=8.996
I 3.79142 -0.11183 0.12393 0.276
N -0.11606 0.25965 -0.02035 -0.428
N 1.89451 0.48700 0.10780 -0.462
N 1.03586 -0.41408 0.05075 0.021
C -1.47394 -0.24782 -0.06260 -0.420
H -2.06618 -0.11716 -0.93931 0.201
H -1.94258 0.27167 0.81116 0.209
H 0.14935 1.27574 -0.02536 0.378
H -1.27238 -1.40318 -0.04602 0.226

***

Preferred: Q; penalty for the next structure: 56.4 kcal/mol.

***

## P
13
Properties=species:S:1:pos:R:3:nbo_charge:R:1 method="wB97M-V/def2-TZVPD" e_lumo_ev="0.86 / 0.86" homo_energy_ev="-8.1 / -8.1" homo_lumo_gap_ev="8.963 / 8.963"
O 0.76355 1.27224 0.88737 -0.387
N -0.38733 0.57531 0.97491 0.036
N 0.04903 -1.41486 0.92143 0.010
N -0.77152 -1.78163 0.19574 -0.129
N -1.08913 0.48172 -0.31993 -0.476
C 1.88560 0.73122 0.16360 -0.297
C -1.73621 -0.77979 -0.41474 -0.150
H -2.73670 -0.73470 0.11945 0.221
H 2.73240 1.16250 0.62453 0.200
H -1.99778 -0.96690 -1.45201 0.217
H -0.61743 0.75361 -1.20196 0.367
H 1.91183 1.08368 -0.91837 0.176
H 1.99369 -0.38240 0.41998 0.213

***

## Q
13
Properties=species:S:1:pos:R:3:nbo_charge:R:1 method="wB97M-V/def2-TZVPD" e_lumo_ev=0.31 homo_energy_ev=-8.9 homo_lumo_gap_ev=9.204 smiles="[H]/N=C(/N)O/C(N)=N/[H]"
O -0.09460 -0.37976 0.25737 -0.552
N -2.17235 -0.82425 -0.18896 -0.838
N 1.09056 1.53338 -0.16636 -0.767
N -1.54050 1.39039 0.11209 -0.758
N 2.08818 -0.85051 -0.10186 -0.861
C -1.29226 0.18867 0.06672 0.655
C 1.14580 0.18776 0.00489 0.684
H 2.02919 2.04016 -0.60145 0.368
H -3.14500 -0.66233 -0.14198 0.407
H -1.69751 -1.98629 -0.39269 0.407
H 2.99718 -0.98941 0.70523 0.426
H -0.78101 2.14285 0.39688 0.423
H 1.37231 -1.79065 0.05012 0.406

***

Preferred: Q; penalty for the next structure: 49.8 kcal/mol.

***

## P
11
Properties=species:S:1:pos:R:3:nbo_charge:R:1 method="wB97M-V/def2-TZVPD" e_lumo_ev=0.19 homo_energy_ev=-9.5 homo_lumo_gap_ev=9.718
O 0.24143 -1.07987 -0.12682 -0.484
N 0.39204 1.23966 -0.04514 -0.486
N 2.20698 -0.25994 0.16113 -0.647
C -1.84805 0.01918 -0.02475 -0.407
C -1.16308 -1.02392 0.11216 0.209
C 1.03108 0.03596 -0.07713 0.630
C -0.85556 1.19682 0.00619 0.189
H -1.48828 2.15095 0.42700 0.183
H -2.87219 -0.10606 -0.25953 0.255
H -1.47657 -2.14961 0.24732 0.212
H 2.72607 0.51737 -0.31099 0.346

***

## Q
11
Properties=species:S:1:pos:R:3:nbo_charge:R:1 method="wB97M-V/def2-TZVPD" e_lumo_ev=-1.68 homo_energy_ev=-10.6 homo_lumo_gap_ev=8.908
O 2.51697 -0.06837 0.06453 -0.525
N -2.52946 -0.78694 0.03558 -0.266
N 0.51564 -1.20078 -0.33713 -0.749
C 0.47961 1.07353 0.01581 -0.188
C 1.25413 -0.09343 0.02254 0.516
C -0.90470 1.15820 -0.08674 -0.255
C -1.84118 0.17162 0.05408 0.250
H 0.86319 2.07156 0.24197 0.239
H -0.51284 -1.52242 0.88592 0.352
H 1.05540 -2.02833 0.53468 0.387
H -1.37189 2.08066 -0.10215 0.239

***

## R
11
Properties=species:S:1:pos:R:3:nbo_charge:R:1 method="wB97M-V/def2-TZVPD" e_lumo_ev=0.53 homo_energy_ev=-9.5 homo_lumo_gap_ev=10.065 smiles=Oc1cnccn1
O -2.38482 -0.48191 0.22046 -0.642
N 1.01158 -0.63802 -1.04582 -0.372
N -0.45652 0.66096 0.84282 -0.480
C -0.27951 -0.87435 -0.96025 -0.030
C 0.86975 0.87327 0.71480 0.011
C 1.58928 0.20380 -0.22447 -0.052
C -1.05174 -0.23742 0.08227 0.458
H -2.53944 0.19540 0.89807 0.492
H -0.73949 -1.69565 -1.63460 0.210
H 1.35920 1.49782 1.48865 0.206
H 2.62170 0.49610 -0.38193 0.199

***

## S
11
Properties=species:S:1:pos:R:3:nbo_charge:R:1 method="wB97M-V/def2-TZVPD" e_lumo_ev=0.63 homo_energy_ev=-9.7 homo_lumo_gap_ev=10.372
O -1.00303 -0.35133 0.23271 -0.501
N 1.64848 0.62382 -0.77877 -0.541
N -0.66073 -0.56536 2.49486 -0.626
C 2.52186 0.79998 -0.01058 0.305
C -0.63170 -0.06088 -1.03553 0.183
C 0.52697 0.37296 -1.54067 -0.172
C -0.20687 -0.26259 1.36548 0.380
H -1.63560 -0.86020 2.42085 0.346
H 0.81444 0.07810 1.24075 0.182
H -1.46459 -0.22936 -1.71023 0.207
H 0.61955 0.55023 -2.60555 0.238

***

Preferred: R; penalty for the next structure: 51.8 kcal/mol.